86
Properties=species:S:1:pos:R:3:lowdin_charge:R:1 method="wB97M-V/def2-TZVPD" homo_lumo_gap_ev=6.6 relative_energy_ev=0.0000 lumo_energy_ev=-2.501 total_charge=+1 homo_energy_ev=-9.13 max_force_ev_per_a=2.92
Sr -1.0089 -0.0991 2.6672 1.524
I 6.9748 -0.4446 2.7970 0.746
C 4.9759 -0.7562 1.9757 -0.654
C 4.5531 0.0277 0.8820 -0.274
C 3.2310 0.1973 0.7096 -0.629
I 2.7164 1.6196 -0.7263 0.950
C 2.1370 -0.3205 1.5294 -0.441
O 0.9000 -0.0283 1.2524 -0.350
C 2.6322 -1.1531 2.6025 -0.168
C 1.7812 -1.8460 3.6298 -0.164
N 0.7689 -1.0677 4.4365 -0.155
C 1.2326 -0.1034 5.4932 -0.133
C 1.1736 1.3332 5.0767 -0.256
C 1.8469 2.3200 5.8188 -0.016
C 1.7182 3.6499 5.4300 -0.034
C 0.9277 4.0081 4.2995 -0.034
C 0.3620 2.9668 3.5789 -0.137
N 0.4856 1.6783 3.9577 0.017
C 3.9993 -1.4259 2.7288 -0.133
H 5.3220 0.4953 0.2430 0.090
H 1.1719 -2.6897 3.2156 0.131
H 2.4482 -2.3412 4.3823 0.121
H 0.2531 -1.8082 4.9017 0.098
H 0.6909 -0.2553 6.4383 0.134
H 2.3237 -0.2705 5.7203 0.145
H 2.4142 2.0717 6.7446 0.135
H 2.2496 4.3630 6.0263 0.104
H 0.8200 5.0269 3.9463 0.105
H -0.2408 3.1448 2.6555 0.101
H 4.2962 -2.1044 3.5612 0.108
Cl 1.9624 -7.4684 -3.6433 0.727
C 1.0046 -6.0979 -3.3716 -0.684
C 0.9403 -5.4617 -2.1502 -0.082
C 0.1784 -4.2699 -2.0506 -0.034
C -0.5847 -3.7701 -3.0813 -0.175
C -1.3957 -2.4444 -2.9659 -0.274
C -2.7381 -2.6319 -2.1491 -0.032
N -2.5869 -2.6600 -0.6850 -0.043
C -2.7523 -3.7180 0.1900 -0.056
C -2.6316 -3.2260 1.4429 -0.138
N -2.5241 -1.8400 1.4050 -0.075
C -2.5216 -1.5455 0.1140 -0.158
O -0.6661 -1.3873 -2.3933 -0.110
C 0.7277 -1.1393 -2.6811 -0.156
C 1.1279 -0.8630 -4.1454 -0.288
C 2.3814 -1.1882 -4.6597 -0.964
Cl 3.5631 -1.9616 -3.7049 0.687
S 2.5299 -0.7112 -6.3182 1.009
C 0.9465 -0.0731 -6.3174 -0.426
C 0.3231 -0.1716 -5.1269 -0.140
C -0.6571 -4.4855 -4.3101 -0.579
Cl -1.6204 -4.0982 -5.7113 0.714
C 0.1653 -5.5940 -4.4517 -0.110
H 1.4607 -5.8294 -1.2681 0.113
H 0.1523 -3.7915 -1.0954 0.114
H -1.8224 -2.2228 -3.9988 0.117
H -3.2112 -3.5781 -2.3588 0.131
H -3.4165 -1.8511 -2.4609 0.126
H -2.7897 -4.7667 -0.1564 0.142
H -2.8043 -3.6797 2.3884 0.097
H -2.4637 -0.5304 -0.3070 0.140
H 1.4534 -1.8999 -2.2597 0.094
H 0.9688 -0.2310 -2.0697 0.051
H 0.6058 0.3795 -7.2328 0.068
H -0.6247 0.2540 -4.9640 0.096
H 0.0483 -6.2324 -5.3199 0.098
C -1.1634 5.0541 -3.4393 -0.035
C -1.9375 4.5881 -2.2265 -0.249
C -1.8554 5.4033 -1.0588 -0.009
C -2.1450 4.8433 0.1947 -0.064
C -2.6669 3.5315 0.2395 -0.381
C -3.0231 2.8788 -0.9307 -0.083
C -2.6871 3.4223 -2.1634 -0.028
S -3.2408 2.8573 1.7999 1.015
C -3.0060 4.2852 2.9229 -0.215
O -2.1390 1.8710 2.2259 -0.776
H -0.0751 4.9701 -3.2461 0.099
H -1.3496 6.1221 -3.5427 0.081
H -1.4064 4.4591 -4.3437 0.091
H -1.5395 6.4572 -1.1235 0.128
H -2.0914 5.4673 1.0877 0.092
H -3.5283 1.9223 -0.8989 0.107
H -3.0248 2.9506 -3.0934 0.127
H -1.9731 4.6416 2.8390 0.044
H -3.1981 3.8804 3.8893 0.046
H -3.8346 4.9920 2.7615 0.082



82
Properties=species:S:1:pos:R:3:lowdin_charge:R:1 method="wB97M-V/def2-TZVPD" homo_lumo_gap_ev=6.8 relative_energy_ev=0.0000 lumo_energy_ev=2.467 total_charge=-1 homo_energy_ev=-4.32 max_force_ev_per_a=0.96
Zr -1.2647 -0.1745 -1.3434 1.666
C -3.3851 2.3052 1.3880 -0.057
C -2.4538 2.7917 2.4613 -0.256
C -2.9989 3.4688 3.5515 -0.049
C -2.2036 4.0273 4.5350 -0.086
C -0.8245 3.9254 4.4381 -0.084
C -0.2665 3.2415 3.3732 -0.106
C -1.0603 2.6501 2.3875 -0.281
P -0.2789 1.7977 0.9533 1.135
C 1.3520 1.2501 1.5776 -0.313
C 1.4122 0.7652 2.8877 -0.125
C 2.5643 0.1863 3.3858 -0.075
C 3.6792 0.0660 2.5713 -0.086
C 3.6124 0.4936 1.2573 -0.057
C 2.4558 1.0640 0.7302 -0.253
C 2.4310 1.3923 -0.7418 -0.041
C 0.0326 3.2159 -0.1485 -0.339
C 0.8693 4.2663 0.2231 -0.092
C 1.1858 5.2736 -0.6699 -0.100
C 0.6491 5.2267 -1.9532 -0.095
C -0.2053 4.2013 -2.3147 -0.056
C -0.5465 3.1752 -1.4230 -0.327
C -1.4682 2.0786 -1.8417 -0.259
H -4.3954 2.1854 1.7767 0.081
H -3.0809 1.3466 0.9760 0.028
H -3.4205 3.0289 0.5679 0.084
H -4.0773 3.5498 3.6200 0.109
H -2.6594 4.5385 5.3739 0.098
H -0.1830 4.3604 5.1940 0.099
H 0.8096 3.1466 3.3206 0.095
H 0.5366 0.7990 3.5218 0.072
H 2.5700 -0.1979 4.3975 0.105
H 4.5852 -0.3953 2.9453 0.097
H 4.4617 0.3486 0.5987 0.106
H 3.1679 0.7816 -1.2643 0.081
H 2.6374 2.4444 -0.9471 0.083
H 1.4589 1.1644 -1.1783 0.037
H 1.2990 4.2727 1.2183 0.104
H 1.8495 6.0777 -0.3783 0.095
H 0.8933 5.9997 -2.6722 0.096
H -0.6303 4.1823 -3.3121 0.103
H -1.7476 2.2082 -2.8916 0.040
H -2.4127 2.1683 -1.2773 0.037
C -2.2100 -0.7111 -4.2100 -0.189
O -2.4018 -0.6379 -2.8217 -0.451
H -1.5315 0.0763 -4.5575 0.075
H -3.1617 -0.5965 -4.7358 0.075
H -1.7784 -1.6794 -4.4831 0.071
C -2.4433 -5.4789 -3.1601 -0.095
C -2.4552 -4.7001 -2.0115 -0.075
C -1.4236 -3.8061 -1.7647 -0.091
C -0.3624 -3.6609 -2.6611 -0.258
C -0.3672 -4.4598 -3.8077 -0.121
C -1.3928 -5.3611 -4.0591 -0.099
Si 1.0383 -2.4294 -2.4389 0.516
C 2.3600 -3.0022 -1.2531 -0.251
C 3.6942 -2.9425 -1.6675 -0.124
C 4.7291 -3.2953 -0.8127 -0.106
C 4.4421 -3.7106 0.4805 -0.101
C 3.1242 -3.7765 0.9092 -0.078
C 2.0935 -3.4302 0.0479 -0.085
H -3.2513 -6.1737 -3.3535 0.097
H -3.2710 -4.7817 -1.3044 0.107
H -1.4702 -3.2229 -0.8491 0.085
H 0.4401 -4.3682 -4.5270 0.088
H -1.3743 -5.9642 -4.9588 0.095
H 1.7300 -2.3272 -3.7536 0.018
H 3.9301 -2.6098 -2.6731 0.083
H 5.7564 -3.2391 -1.1523 0.093
H 5.2458 -3.9765 1.1566 0.095
H 2.8931 -4.0793 1.9225 0.106
H 1.0764 -3.4618 0.4148 0.084
O 0.1613 -1.6656 1.6507 -0.106
N -0.6603 -1.3269 0.7678 -0.202
O 0.4011 -0.9879 -2.0239 -0.509
O -2.6501 -0.7773 0.0674 -0.309
N -1.8770 -1.1518 1.1235 -0.246
C -2.4299 -1.1299 2.4075 -0.236
C -3.8295 -1.0643 2.5006 -0.256
N -4.9820 -0.9957 2.5786 0.115
C -1.6389 -0.9707 3.5615 -0.254
N -1.1023 -0.8216 4.5765 0.124



80
Properties=species:S:1:pos:R:3:lowdin_charge:R:1 method="wB97M-V/def2-TZVPD" homo_lumo_gap_ev="7.1 / 4.6" lumo_energy_ev="-6.154 / -8.728" spin_multiplicity=4 total_charge=+2 homo_energy_ev="-13.25 / -13.30" max_force_ev_per_a=0.67
Tc 0.1640 0.3344 0.9741 1.519
C 3.3454 3.9262 2.0458 -0.007
C 3.3458 3.2720 0.6992 -0.131
C 4.0551 3.8563 -0.3289 0.007
C 3.9906 3.3677 -1.6293 0.032
C 3.1571 2.2843 -1.9483 0.004
C 2.4270 1.6604 -0.9756 -0.174
C 1.5205 0.5152 -1.3283 -0.052
C 2.5647 2.1019 0.3896 -0.137
N 1.8591 1.4232 1.3201 -0.002
C 2.2544 1.3441 2.6970 -0.399
O 3.3853 1.3219 3.0788 0.165
C 1.0311 1.2587 3.5682 -0.156
C 0.9358 1.5384 4.9133 0.056
C -0.3457 1.6174 5.4672 0.023
C -1.4793 1.4683 4.6745 0.064
C -1.3011 1.1716 3.3346 -0.142
N -0.0726 1.0273 2.8519 -0.021
C -2.3420 1.1348 2.2354 -0.448
O -3.5059 1.3693 2.4478 0.135
N -1.7301 0.9050 1.0275 -0.079
C -2.4255 1.0788 -0.2086 -0.189
C -2.0325 2.1313 -1.0455 -0.217
C -0.9734 3.1363 -0.6662 -0.041
C -2.6891 2.2894 -2.2627 -0.039
C -3.7261 1.4486 -2.6219 -0.057
C -4.1115 0.4209 -1.7738 -0.039
C -3.4635 0.2047 -0.5659 -0.198
C -3.8807 -0.9273 0.3249 -0.019
H 3.5764 4.9829 1.9327 0.101
H 4.0931 3.4808 2.7033 0.102
H 2.3749 3.8490 2.5395 0.094
H 4.6472 4.7377 -0.1216 0.136
H 4.5605 3.8518 -2.4113 0.133
H 3.0937 1.9419 -2.9727 0.129
H 1.6203 0.2490 -2.3796 0.091
H 0.4417 0.7732 -1.2298 0.072
H 1.7634 -0.3951 -0.7677 0.082
H 1.8267 1.7209 5.4979 0.140
H -0.4555 1.8429 6.5195 0.132
H -2.4804 1.5987 5.0625 0.142
H -0.6236 3.0180 0.3613 0.055
H -1.3717 4.1479 -0.7496 0.097
H -0.1096 3.0845 -1.3359 0.074
H -2.4043 3.1067 -2.9143 0.120
H -4.2481 1.6021 -3.5572 0.114
H -4.9322 -0.2287 -2.0530 0.121
H -4.5031 -1.6346 -0.2213 0.086
H -4.4546 -0.5617 1.1765 0.089
H -3.0117 -1.4651 0.7096 0.056
C 2.3339 -1.7415 -4.7866 -0.034
O 1.8627 -2.1568 -3.4999 -0.108
C 0.5192 -2.1924 -3.3039 -0.244
C -0.4318 -1.6533 -4.1571 0.008
C -1.7782 -1.7905 -3.8441 -0.036
C -2.1859 -2.4654 -2.7035 -0.052
C -1.2431 -2.9985 -1.8432 0.006
C 0.1031 -2.8425 -2.1348 -0.153
N 1.1465 -3.4647 -1.3956 0.165
C 1.2378 -3.9065 -0.1759 0.048
C 0.4091 -3.7032 0.9747 -0.135
C 0.4287 -4.7450 1.9278 -0.007
C -0.3286 -4.6815 3.0710 -0.047
C -1.0918 -3.5374 3.3126 -0.023
C -1.0806 -2.4748 2.4302 -0.014
C -0.3263 -2.5295 1.2546 -0.330
O -0.2746 -1.4941 0.4140 -0.257
H 1.9004 -2.3611 -5.5716 0.110
H 3.4107 -1.8708 -4.7650 0.102
H 2.0926 -0.6926 -4.9667 0.093
H -0.1373 -1.1500 -5.0663 0.117
H -2.5177 -1.3776 -4.5166 0.122
H -3.2376 -2.5898 -2.4913 0.114
H -1.5538 -3.5564 -0.9715 0.129
H 1.9418 -3.6736 -1.9941 0.172
H 2.0984 -4.5501 -0.0218 0.158
H 1.0351 -5.6208 1.7309 0.128
H -0.3284 -5.5013 3.7742 0.120
H -1.6937 -3.4733 4.2098 0.124
H -1.6702 -1.5889 2.6257 0.101